Here is a 10-piece molecular cluster, C31H88N6O10 overall in a non-equilibrium geometry from OMol25. Energies are from ωB97M-V with the def2-TZVPD basis set.

```
135
Properties=species:S:1:pos:R:3
O 4.096 3.379 3.946
O -1.089 -4.434 -1.781
O 0.417 -5.179 2.890
O -3.210 3.265 -1.618
O -7.387 -0.639 3.988
O 1.790 1.598 -4.801
O 3.003 -1.460 3.041
O -2.700 1.965 0.700
O -2.320 -0.789 0.201
O 6.411 0.173 -3.393
N -2.289 -3.713 0.928
N 4.095 1.189 2.164
N -0.394 3.463 -3.953
N 5.483 2.078 -0.433
N -5.680 -2.651 3.267
N 1.525 -2.062 -5.314
C -0.346 2.864 -1.593
C 1.841 1.946 2.865
C 5.533 0.870 -1.268
C 6.175 1.294 -2.567
C 3.099 2.294 2.074
C -4.414 3.967 -1.414
C -2.128 2.026 3.019
C 1.082 -6.424 2.864
C -0.777 -5.201 2.142
C -1.117 -0.878 -0.564
C 4.722 4.510 4.483
C -2.601 2.824 1.837
C -1.826 -3.123 3.251
C 2.865 -2.645 2.282
C -1.195 2.929 -2.850
C 6.989 0.536 -4.621
C 0.443 -0.681 -3.658
C -5.075 -0.577 2.013
C 4.145 0.301 -1.573
C -1.278 -3.780 1.996
C 0.047 -0.255 0.213
C 1.128 -0.671 -5.017
C -2.033 -4.319 -2.854
C -5.171 -1.269 3.364
C 2.302 0.293 -5.025
C -2.450 3.756 -2.692
C 3.744 3.561 2.599
C -3.412 -4.227 -2.274
C -8.207 0.318 4.609
C 2.718 2.601 -5.128
C -6.033 -0.496 4.329
H 8.059 0.761 -4.511
H -7.848 1.341 4.436
H -1.205 -0.352 -1.524
H -4.142 -4.327 -3.080
H -5.701 0.556 4.309
H 6.923 -0.322 -5.291
H -4.580 -1.205 1.265
H -1.196 1.513 2.783
H 2.141 -2.373 -4.562
H -0.213 -4.534 -2.162
H 4.946 1.883 0.415
H -4.166 -1.356 3.788
H 7.116 1.821 -2.360
H 0.254 -0.849 1.106
H -0.378 -1.403 -3.689
H 3.601 -0.079 -0.706
H -0.245 0.753 0.510
H 1.218 -6.775 1.836
H -2.418 -2.724 0.712
H 1.025 2.656 2.674
H -1.878 3.625 1.617
H 1.473 0.980 2.516
H 6.145 0.148 -0.730
H -1.970 -5.207 -3.494
H 1.132 -0.991 -2.869
H -0.822 2.261 -0.820
H -1.875 -4.055 0.059
H 2.057 -6.289 3.330
H -2.240 4.831 -2.632
H -6.650 -2.594 2.965
H 2.845 2.673 -6.220
H -1.788 -3.455 -3.480
H 3.542 0.336 2.223
H 5.643 4.760 3.943
H 2.148 -2.084 -6.120
H -2.961 2.501 -0.069
H 0.329 2.778 -4.174
H -3.592 -5.078 -1.615
H -1.911 2.682 3.868
H -6.066 -0.371 1.594
H -4.845 4.305 -2.363
H -5.207 -3.136 2.509
H 4.551 1.320 3.062
H 4.257 -0.541 -2.268
H -8.225 0.170 5.699
H 1.914 -2.649 1.762
H -2.008 -2.065 3.067
H 2.900 -3.541 2.912
H -0.951 -1.940 -0.747
H 0.527 -7.167 3.451
H -4.493 0.348 2.005
H 5.505 1.998 -3.087
H -1.163 -3.278 4.101
H 4.061 5.389 4.428
H -9.214 0.207 4.216
H 5.028 2.841 -0.924
H 2.851 2.452 1.020
H -0.955 3.478 -4.803
H -4.291 4.830 -0.752
H -3.554 3.343 2.000
H -0.019 0.273 -3.402
H 4.950 4.348 5.534
H -1.532 1.901 -3.065
H 3.518 1.040 -2.083
H 4.640 3.776 1.994
H -0.385 -3.210 1.675
H -5.152 3.286 -0.984
H -3.018 3.628 -3.633
H 0.968 -0.191 -0.372
H 3.783 -1.477 3.601
H -1.479 -5.883 2.647
H 2.363 3.567 -4.776
H 3.710 2.400 -4.704
H 3.694 -2.761 1.571
H -2.792 -3.589 3.479
H -0.051 3.830 -1.186
H -2.876 1.322 3.384
H 6.482 1.396 -5.074
H -0.640 -5.600 1.125
H 0.387 -0.368 -5.760
H 3.061 4.410 2.446
H -5.869 -0.846 5.360
H -2.513 0.156 0.303
H 0.563 2.294 -1.832
H 2.028 1.941 3.936
H 2.766 0.318 -6.022
H 3.031 0.022 -4.253
H -3.579 -3.310 -1.713
```

Calculated values
- Charge: 0
- Orbital gap: 9.06 eV
- LUMO: 0.54 eV
- HOMO: -8.526 eV
- Energy: -62986.6195 eV
- Relative energy (zero: lowest compared OMol25 entry of this formula, charge and spin): 0.0 kcal/mol
- SMILES string: COC[C@H](C)N.COC[C@H](C)N.COC[C@H](C)N.COC[C@H](C)N.COC[C@H](C)N.COC[C@H](C)N.CCO.CCO.CCO.CO